C49H86AlCl2N11O9 | wB97M-V/def2-TZVPD

Energy relative to the best compared isomer or geometry (same formula, charge and spin) ... 0.0 kJ/mol
Total charge ... 0

Last column: Löwdin charge in e.
Atoms and positions in Å:
Al: 5.3358 13.8557 6.7391  0.8827
Cl: 1.5159 11.0185 6.7766  0.5842
O: 0.8466 11.3314 5.5697  -0.3518
O: 2.7481 11.7473 6.8993  -0.4580
O: 0.7100 11.1224 7.9842  -0.3793
O: 1.9018 9.6433 6.6722  -0.3973
Cl: 6.6215 13.8297 2.1166  0.5899
O: 5.9387 12.7128 1.5789  -0.3731
O: 5.9003 14.9885 1.7096  -0.3817
O: 6.5830 13.7417 3.5740  -0.4632
O: 7.9818 13.8735 1.5871  -0.3784
C: 8.8737 16.5454 9.5965  -0.0308
C: 9.2057 15.1527 10.2032  -0.4323
C: 9.8968 15.3365 11.6006  -0.1396
C: 10.1199 14.1170 12.4759  -0.1737
C: 8.7235 13.4917 12.6521  -0.1006
C: 7.8969 13.2193 11.2785  -0.4192
N: 7.8927 14.4511 10.4774  0.0824
O: 6.9299 14.4953 9.3210  -0.0768
C: 6.4869 12.8021 11.7084  -0.0456
C: 8.5547 11.9824 10.5697  0.0060
C: 10.1974 14.4492 9.2710  -0.0063
H: 8.1723 17.0703 10.2451  0.0626
H: 8.4584 16.5507 8.5887  0.0669
H: 9.7446 17.2004 9.6175  0.0936
H: 9.3235 16.0385 12.2060  0.1122
H: 10.8004 15.8991 11.3660  0.1252
H: 10.4768 14.3702 13.4742  0.1189
H: 10.8876 13.4781 12.0395  0.1049
H: 8.1531 14.2387 13.2041  0.0914
H: 8.8398 12.6012 13.2699  0.1254
H: 6.5086 11.9862 12.4309  0.0925
H: 6.0011 12.3437 10.8471  0.0636
H: 5.8477 13.5029 12.2454  0.0695
H: 9.6404 12.0629 10.6217  0.0683
H: 8.3425 12.0041 9.5008  0.0719
H: 8.2417 11.0355 11.0096  0.0789
H: 10.6732 13.5782 9.7216  0.0696
H: 10.9495 15.0928 8.8148  0.1040
H: 9.6144 13.9703 8.4843  0.0731
C: 7.8060 19.4968 8.5202  -0.0807
C: 6.6341 19.6406 9.6305  -0.2004
C: 5.2859 19.2857 9.0313  -0.1928
C: 5.2267 17.9771 8.3368  -0.1930
N: 5.0929 16.9430 7.7850  0.1834
H: 7.6525 20.3365 7.8423  0.0603
H: 7.6768 18.6367 7.8633  0.0380
H: 8.7945 19.6028 8.9670  0.0698
H: 6.5607 20.5151 10.2770  0.1115
H: 6.9277 18.8694 10.3427  0.0724
H: 4.9234 20.0133 8.3052  0.1199
H: 4.5391 19.2867 9.8252  0.1059
C: 4.1239 8.1267 8.9397  -0.0978
C: 5.1182 8.3681 10.0952  -0.2258
C: 6.4054 9.0636 9.5929  -0.1540
C: 6.0166 10.2841 8.8890  -0.2149
N: 5.6979 11.2629 8.3442  0.1946
H: 3.8745 9.0572 8.4296  0.0525
H: 3.1878 7.6748 9.2675  0.0834
H: 4.5124 7.5027 8.1347  0.0645
H: 5.2162 7.3910 10.5682  0.1045
H: 4.6383 8.9793 10.8596  0.0853
H: 6.9184 8.4223 8.8762  0.1215
H: 7.1427 9.3585 10.3396  0.0919
C: 3.2795 19.6795 4.0579  -0.0968
C: 2.1921 18.6080 4.2613  -0.2369
C: 2.4954 17.2046 3.6897  -0.1731
C: 3.7557 16.5986 4.1578  -0.2237
N: 4.7220 16.1711 4.6128  0.1807
H: 3.1491 20.5357 4.7197  0.0676
H: 3.5315 19.9888 3.0436  0.0767
H: 4.2219 19.2579 4.4077  0.0430
H: 1.2293 18.9438 3.8762  0.1028
H: 1.9806 18.5247 5.3273  0.0879
H: 2.4941 17.2027 2.5997  0.1139
H: 1.6313 16.5576 3.8405  0.1108
C: 2.1984 11.2271 1.5242  -0.0845
C: 2.3138 12.6867 1.0236  -0.2420
C: 2.1558 13.7780 2.0696  -0.1823
C: 2.8861 13.6252 3.3441  -0.1652
N: 3.3944 13.5206 4.3933  0.1861
H: 1.4559 11.1373 2.3171  0.0734
H: 3.1542 10.9376 1.9611  0.0637
H: 2.0216 10.4978 0.7337  0.0664
H: 1.4961 12.8937 0.3333  0.1010
H: 3.2785 12.8030 0.5298  0.1025
H: 1.0992 13.8613 2.3244  0.1191
H: 2.4229 14.7369 1.6255  0.1087
C: 7.2919 18.9615 3.6577  -0.1079
C: 8.2449 19.1673 4.7462  -0.2653
C: 9.0028 17.8661 4.9738  -0.2007
C: 8.3255 16.7356 5.4722  -0.2165
N: 7.7878 15.7651 5.8260  0.1899
H: 7.7884 18.5071 2.8003  0.0955
H: 6.8393 19.9055 3.3543  0.0783
H: 6.4628 18.3486 4.0114  0.0606
H: 7.7805 19.4097 5.7021  0.0827
H: 8.8986 20.0229 4.5766  0.1170
H: 9.7753 18.0132 5.7286  0.1190
H: 9.5852 17.5701 4.1013  0.1348
C: 2.3993 10.8765 11.0256  -0.0867
C: 3.0823 11.7302 12.1363  -0.2174
C: 2.9630 13.2808 11.9887  -0.1655
C: 3.3130 13.7437 10.6267  -0.2006
N: 3.5606 14.0511 9.5159  0.1874
H: 2.9201 11.0975 10.0939  0.0562
H: 1.3918 11.1952 10.7583  0.0751
H: 2.3493 9.7983 11.1773  0.0707
H: 4.1577 11.5635 12.1992  0.0713
H: 2.5655 11.4612 13.0575  0.1019
H: 3.6311 13.7925 12.6815  0.0995
H: 1.9249 13.5776 12.1378  0.1188
C: -1.0245 15.0237 7.9072  -0.1061
C: -0.4564 16.1535 8.7896  -0.2434
C: 0.4815 17.0219 7.9208  -0.1720
C: 1.5841 16.1756 7.3443  -0.2049
N: 2.3604 15.4638 6.8426  0.1834
H: -1.7015 15.1761 7.0667  0.0767
H: -1.6540 14.5612 8.6673  0.0707
H: -0.2056 14.3820 7.5820  0.0686
H: 0.0778 15.6021 9.5634  0.1045
H: -1.2971 16.6868 9.2335  0.1045
H: 0.9662 17.7726 8.5450  0.1005
H: -0.0377 17.4472 7.0619  0.1123
C: 9.3305 10.9089 2.9595  -0.0896
C: 10.2168 11.9768 3.6694  -0.2307
C: 10.2231 11.7988 5.2057  -0.1783
C: 9.0038 12.1655 5.9853  -0.1698
N: 8.0630 12.4320 6.5812  0.1432
H: 8.2842 10.9529 3.2617  0.0593
H: 9.6496 9.9287 3.3139  0.0586
H: 9.4437 11.0266 1.8818  0.0779
H: 9.7087 12.9208 3.4726  0.0912
H: 11.2320 12.0152 3.2744  0.1065
H: 11.0753 12.3827 5.5533  0.1036
H: 10.5324 10.7732 5.4077  0.1077
C: 5.6924 8.3257 2.6878  -0.1000
C: 6.0696 7.6692 4.0209  -0.2537
C: 5.4142 8.4478 5.1666  -0.1706
C: 5.5677 9.9438 5.1910  -0.1601
N: 5.7292 11.0979 5.2215  0.1783
H: 6.1295 9.3225 2.6300  0.0682
H: 4.6127 8.3046 2.5398  0.0803
H: 6.1830 7.6956 1.9458  0.0698
H: 7.1563 7.6375 4.0992  0.1006
H: 5.7446 6.6289 4.0104  0.1054
H: 5.6707 8.0384 6.1437  0.0882
H: 4.3322 8.3220 5.1259  0.1194
N: 5.5878 16.2120 11.4516  0.0446
C: 6.0483 16.3189 12.7112  -0.1602
C: 5.1141 16.9438 13.5606  -0.0848
C: 4.1086 17.2835 12.6851  -0.1397
C: 4.3755 16.8529 11.3924  -0.1411
H: 6.1188 15.8826 10.6581  0.0880
H: 6.9841 15.8539 12.9837  0.0779
H: 5.0548 16.9589 14.6389  0.0963
H: 3.1737 17.7344 12.9839  0.0948
H: 3.7976 16.9824 10.4892  0.0960

Forces on atoms 1 to 2 (eV/Å):
-0.13 -0.47 -0.69
1.23 -2.16 0.91

C49H87ClFeN12O5 | wB97M-V/def2-TZVPD

Energy relative to the best compared isomer or geometry (same formula, charge and spin) ... 538.3 kJ/mol
Total charge ... +1
Spin multiplicity ... 6

Last column: Mulliken spin population.
Atoms and positions in Å:
Fe: 4.3815 -1.8439 -1.9733  4.1571
Cl: 0.0882 -0.1508 0.0652  0.0004
O: 1.2510 0.7319 0.1467  0.0033
O: 0.3748 -1.3515 -0.6439  -0.0005
O: -0.3640 -0.4473 1.3836  0.0000
O: -0.9305 0.5551 -0.7119  0.0010
C: 3.1331 -4.9690 -2.3722  -0.0288
O: 3.5990 -3.6217 -2.5108  0.6267
H: 2.1423 -4.9744 -2.8264  0.0241
H: 3.8642 -5.6912 -2.7354  0.0332
H: 3.1468 -5.1629 -1.2996  0.0257
C: -0.7452 -7.3887 -2.8190  0.0000
C: -0.4363 -6.4472 -1.5913  0.0022
C: -1.2622 -5.0888 -1.6881  -0.0004
C: -1.2697 -4.4899 -3.0582  0.0002
N: -1.2220 -4.0322 -4.0825  0.0000
H: -1.7583 -7.6731 -3.1034  0.0000
H: -0.2421 -8.3271 -2.5861  0.0000
H: -0.3189 -6.9283 -3.7103  0.0000
H: 0.5718 -6.0874 -1.3855  -0.0003
H: -0.7326 -7.0073 -0.7044  0.0001
H: -1.0208 -4.2371 -1.0522  0.0004
H: -2.3132 -5.1702 -1.4107  -0.0001
C: -4.0336 3.2710 0.1244  0.0000
C: -4.5394 1.8724 0.2950  0.0000
C: -3.8860 1.0289 1.4100  0.0000
C: -3.6181 1.6182 2.7583  0.0000
N: -3.4353 1.9784 3.8369  0.0000
H: -2.9445 3.2940 0.1620  0.0000
H: -4.5120 3.7410 0.9836  0.0000
H: -4.2944 3.8748 -0.7448  0.0000
H: -4.2817 1.2989 -0.5954  0.0000
H: -5.6078 1.8979 0.5097  0.0000
H: -2.9579 0.5287 1.1333  0.0000
H: -4.5229 0.1679 1.6128  0.0000
C: 0.2714 3.1212 3.3282  0.0000
C: 0.2256 4.1444 2.1924  0.0000
C: 1.5045 4.2956 1.3363  0.0002
C: 2.6567 4.7299 2.1320  0.0000
N: 3.5164 5.1422 2.7363  0.0000
H: 0.8908 3.4633 4.1572  0.0000
H: 0.6434 2.1861 2.9096  0.0000
H: -0.7013 3.0480 3.8145  0.0000
H: 0.0171 5.1668 2.5075  0.0000
H: -0.5073 3.8283 1.4501  0.0000
H: 1.2579 4.9149 0.4738  0.0000
H: 1.7968 3.3024 0.9954  -0.0003
C: -0.8477 2.3988 -3.9522  0.0012
C: 0.5220 1.8817 -3.6068  0.0057
C: 0.6302 0.3991 -3.7714  -0.0133
C: 1.8616 -0.1843 -3.1806  0.0488
N: 2.7707 -0.6642 -2.7169  0.0264
H: -1.0295 2.1088 -4.9870  0.0000
H: -0.9555 3.4828 -3.9121  -0.0002
H: -1.5976 1.8693 -3.3646  -0.0001
H: 0.4980 1.9925 -2.5227  -0.0003
H: 1.3298 2.4676 -4.0453  -0.0016
H: 0.5276 0.1126 -4.8180  -0.0004
H: -0.0658 -0.2121 -3.1968  0.0025
C: -2.6057 -1.6358 4.4440  0.0000
C: -4.0954 -1.6558 4.7462  0.0000
C: -4.4364 -1.2486 6.2010  0.0000
C: -3.9162 -2.1642 7.2865  0.0000
N: -3.3938 -2.8746 8.0400  0.0000
H: -2.3303 -1.4916 3.3993  0.0000
H: -2.1872 -2.5551 4.8536  0.0000
H: -2.1863 -0.7297 4.8813  0.0000
H: -4.4538 -2.6721 4.5830  0.0000
H: -4.6814 -1.0374 4.0662  0.0000
H: -5.5198 -1.1419 6.2550  0.0000
H: -4.0202 -0.2455 6.2943  0.0000
C: 4.4084 0.2399 2.4115  0.0011
C: 5.4069 1.3567 2.1248  0.0027
C: 5.4091 1.8178 0.6447  -0.0021
C: 5.3039 0.8100 -0.4289  0.0178
N: 5.1990 -0.0523 -1.2062  0.0103
H: 3.3705 0.5044 2.2097  -0.0006
H: 4.3517 -0.1326 3.4343  0.0000
H: 4.5494 -0.6013 1.7328  -0.0002
H: 6.4151 1.1321 2.4727  -0.0003
H: 4.9790 2.2232 2.6289  0.0004
H: 6.4213 2.1761 0.4573  0.0021
H: 4.7544 2.6800 0.5180  0.0012
C: 2.6274 5.8779 -3.1680  0.0000
C: 1.2419 5.2510 -3.2390  -0.0001
C: 0.1454 6.2772 -2.8880  0.0000
C: 0.1170 6.7661 -1.4969  0.0000
N: 0.0878 7.1755 -0.3984  0.0000
H: 3.3632 5.0737 -3.1707  0.0000
H: 2.7135 6.5136 -2.2867  0.0000
H: 2.8912 6.3940 -4.0912  0.0000
H: 1.1000 4.3170 -2.6953  0.0001
H: 1.0951 4.9860 -4.2861  0.0000
H: -0.8877 5.9417 -2.9785  0.0000
H: 0.2805 7.1200 -3.5660  0.0000
C: 0.6688 0.0856 5.4831  0.0000
C: 0.5103 -0.9135 6.6976  0.0000
C: 0.6233 -2.3319 6.1593  0.0000
C: 2.0079 -2.5613 5.6462  0.0000
N: 3.0525 -2.6455 5.1836  0.0000
H: -0.0537 -0.1821 4.7121  0.0000
H: 1.5424 -0.1190 4.8641  0.0000
H: 0.8446 1.1086 5.8157  0.0000
H: -0.4422 -0.7661 7.2066  0.0000
H: 1.3729 -0.6739 7.3195  0.0000
H: 0.0075 -2.6037 5.3020  0.0000
H: 0.4738 -3.1373 6.8783  0.0000
C: 3.4240 -5.4037 2.5431  -0.0003
C: 2.0443 -5.1672 1.9367  0.0011
C: 1.7042 -3.7063 1.6090  0.0003
C: 2.6650 -2.9411 0.8369  0.0155
N: 3.3993 -2.2967 0.1429  0.0317
H: 4.1926 -4.7456 2.1377  0.0005
H: 3.9178 -6.3141 2.2035  0.0001
H: 3.4571 -5.3223 3.6296  0.0001
H: 1.2052 -5.6128 2.4710  0.0000
H: 1.9927 -5.6853 0.9790  0.0006
H: 1.5372 -3.2407 2.5803  0.0022
H: 0.6726 -3.6694 1.2589  0.0022
C: -3.9858 -0.7219 -3.4098  0.0000
C: -4.5009 0.2520 -4.4735  0.0000
C: -5.0561 1.5665 -3.8473  0.0000
C: -6.1299 1.2445 -2.8561  0.0000
N: -7.0193 0.9949 -2.1034  0.0000
H: -3.3485 -0.2847 -2.6412  0.0000
H: -3.4538 -1.5246 -3.9204  0.0000
H: -4.8635 -0.9515 -2.8056  0.0000
H: -5.2125 -0.3132 -5.0753  0.0000
H: -3.8530 0.2783 -5.3496  0.0000
H: -5.5453 2.0976 -4.6637  0.0000
H: -4.3093 2.2638 -3.4676  0.0000
C: -5.7413 -2.2381 0.4174  0.0000
C: -4.6689 -3.3496 0.5996  0.0000
C: -3.2833 -2.7446 0.6411  0.0000
C: -2.3098 -3.6450 1.4147  0.0001
N: -1.6153 -4.3314 2.0152  0.0000
H: -5.8324 -1.7000 1.3609  0.0000
H: -6.6803 -2.7579 0.2273  0.0000
H: -5.4735 -1.5728 -0.4035  0.0000
H: -4.6932 -4.0911 -0.1990  0.0000
H: -4.8432 -3.8198 1.5674  0.0000
H: -3.3184 -1.8239 1.2234  0.0000
H: -2.7591 -2.5178 -0.2872  0.0000
C: 4.1833 4.3449 -6.0935  0.0000
C: 5.3596 4.6061 -5.1488  -0.0001
C: 5.7655 3.4618 -4.2404  0.0002
C: 4.6989 2.5662 -3.7568  -0.0002
N: 3.8642 1.8987 -3.3919  0.0010
H: 3.2470 4.1656 -5.5649  0.0000
H: 4.3216 3.4570 -6.7104  0.0000
H: 4.0816 5.1584 -6.8118  0.0000
H: 5.1699 5.4916 -4.5422  0.0000
H: 6.2831 4.8230 -5.6855  0.0000
H: 6.3668 3.7015 -3.3635  0.0001
H: 6.2978 2.7002 -4.8103  0.0000

Forces on atoms 1 to 2 (eV/Å):
-4.00 -1.75 0.68
-0.30 2.62 -0.67